1.
The following is a quantum chemistry calculation of a molecular structure, C30H41CoN2O5SSi at a distorted geometry, from the OMol25 dataset.

Its spin multiplicity is 5.

Last column: Mulliken charge in e.
Geometry (Å):
Co  0.103  -0.956  -0.064  0.234
C  6.994  -1.097  0.112  -0.801
O  6.557  -1.144  1.451  -0.442
C  5.229  -1.193  1.695  0.879
C  4.876  -1.429  3.041  -1.083
C  3.566  -1.586  3.388  -0.937
C  2.518  -1.469  2.454  0.492
C  1.150  -1.747  2.777  0.481
C  0.726  -2.177  4.166  -1.469
O  0.223  -1.681  1.947  0.123
C  2.862  -1.094  1.102  -0.316
O  2.011  -0.774  0.206  -0.108
C  4.236  -1.035  0.756  -0.644
H  8.077  -1.202  0.158  0.238
H  6.737  -0.148  -0.366  0.310
H  6.566  -1.918  -0.469  0.349
H  5.665  -1.509  3.770  0.431
H  3.338  -1.802  4.418  0.251
H  1.503  -2.099  4.913  0.402
H  0.388  -3.212  4.114  0.367
H  -0.131  -1.576  4.468  0.283
H  4.446  -0.833  -0.282  0.449
C  -1.928  4.374  -4.469  -1.649
C  -1.335  3.011  -4.278  1.192
C  -2.131  1.878  -4.434  -0.771
C  -1.605  0.614  -4.232  -0.543
C  -0.281  0.485  -3.858  -0.204
C  0.528  1.592  -3.714  -0.288
C  0.003  2.854  -3.936  -0.862
S  0.389  -1.141  -3.577  1.361
O  -0.139  -2.018  -4.595  -0.752
O  1.820  -1.036  -3.488  -0.740
N  -0.230  -1.498  -2.089  0.108
C  -0.575  -2.750  -1.743  0.657
C  -0.850  -3.850  -2.579  -1.070
C  -1.163  -5.055  -2.000  -0.502
C  -1.203  -5.174  -0.610  -0.958
C  -0.947  -4.051  0.148  -0.140
N  -0.664  -2.877  -0.400  0.070
H  -2.834  4.470  -3.872  0.356
H  -2.200  4.524  -5.512  0.383
H  -1.226  5.151  -4.173  0.367
H  -3.170  2.003  -4.706  0.402
H  -2.205  -0.272  -4.363  0.522
H  1.555  1.443  -3.426  0.493
H  0.634  3.725  -3.840  0.362
H  -0.793  -3.720  -3.644  0.657
H  -1.376  -5.912  -2.624  0.407
H  -1.429  -6.113  -0.132  0.420
H  -0.962  -4.076  1.230  0.511
C  -1.392  2.257  -0.887  -1.106
Si  -1.136  0.986  0.564  1.124
C  -2.991  0.355  0.984  1.896
C  -3.019  -0.499  2.250  -1.618
C  -3.461  -0.510  -0.187  -1.916
C  -3.976  1.514  1.130  -1.938
C  -0.311  2.139  1.993  2.391
C  -0.297  1.480  3.369  -1.810
C  1.138  2.411  1.587  -1.945
C  -1.032  3.481  2.106  -1.923
H  -2.066  3.061  -0.612  0.616
H  -1.802  1.772  -1.765  -0.109
H  -0.447  2.704  -1.177  0.351
H  -2.264  -1.280  2.199  0.094
H  -3.997  -0.969  2.367  0.535
H  -2.834  0.105  3.133  0.333
H  -2.790  -1.353  -0.340  0.279
H  -3.506  0.069  -1.106  0.290
H  -4.460  -0.897  0.017  0.560
H  -3.715  2.155  1.966  0.337
H  -4.980  1.126  1.305  0.533
H  -4.006  2.111  0.223  0.321
H  0.149  0.496  3.313  0.227
H  -1.301  1.391  3.772  0.356
H  0.287  2.077  4.068  0.543
H  1.709  1.488  1.521  0.276
H  1.617  3.059  2.322  0.521
H  1.183  2.908  0.622  0.319
H  -2.081  3.348  2.347  0.308
H  -0.959  4.036  1.177  0.365
H  -0.581  4.081  2.896  0.511

=====

2.
The following is a quantum chemistry calculation of a molecular structure, C30H42As2N2NiO4S2 at a distorted geometry, from the OMol25 dataset.

Last column: Mulliken charge in e.
Geometry (Å):
Ni  0.101  1.142  -0.089  0.099
C  -4.101  -2.781  2.597  -1.274
As  -2.923  -1.742  1.405  0.350
C  -2.653  -0.216  2.611  -0.732
C  -1.206  -2.629  1.790  0.491
C  -0.960  -3.410  3.103  -0.332
C  0.917  -4.558  2.877  -0.209
C  2.027  -4.309  1.907  -1.307
C  1.833  -3.608  0.797  -0.748
C  0.485  -3.086  0.423  0.847
As  0.227  -2.983  -1.567  0.492
C  0.021  -4.934  -1.815  -1.259
C  2.055  -3.020  -2.314  -1.298
H  -3.922  -2.546  3.646  0.304
H  -3.967  -3.852  2.440  0.365
H  -5.135  -2.533  2.361  0.428
H  -2.168  -0.539  3.536  0.397
H  -3.621  0.221  2.853  0.469
H  -2.045  0.548  2.127  -0.229
H  -1.772  -3.437  3.826  0.354
H  1.161  -5.394  3.529  0.559
H  3.016  -4.670  2.169  0.373
H  2.668  -3.353  0.154  0.342
H  0.531  -5.472  -1.014  0.391
H  0.482  -5.209  -2.763  0.463
H  -1.022  -5.243  -1.844  0.337
H  2.593  -3.916  -2.000  0.433
H  2.635  -2.137  -2.056  0.299
H  1.931  -3.049  -3.397  0.395
C  2.647  0.470  3.072  -2.141
C  1.401  0.111  2.310  0.362
O  0.784  1.028  1.761  -0.347
C  0.914  -1.283  2.332  1.137
C  0.006  -1.812  1.263  0.950
C  -0.737  -3.870  0.984  -0.912
C  -0.513  -4.654  2.290  -0.606
C  0.464  -3.288  3.716  -0.525
C  1.146  -1.998  3.443  -1.411
H  3.010  1.427  2.709  0.420
H  3.409  -0.295  2.943  0.426
H  2.418  0.577  4.135  0.420
H  -0.313  -0.997  0.611  0.326
H  -1.399  -4.340  0.259  0.398
H  -0.999  -5.624  2.368  0.381
H  0.476  -3.500  4.784  0.693
H  1.777  -1.594  4.227  0.447
C  -0.450  5.516  -4.736  -1.520
C  -0.836  5.013  -3.369  0.672
C  -2.142  4.634  -3.080  -1.016
C  -2.496  4.127  -1.832  1.195
C  -3.922  3.736  -1.539  -1.467
C  -1.508  3.988  -0.858  0.849
C  -0.197  4.414  -1.102  0.899
C  0.863  4.349  -0.030  -1.524
C  0.117  4.917  -2.361  -0.816
C  -1.874  3.261  0.437  -0.603
O  -2.546  3.828  1.274  -0.636
O  -1.506  2.012  0.477  -0.230
H  -1.331  5.739  -5.336  0.369
H  0.144  4.768  -5.265  0.272
H  0.156  6.420  -4.661  0.374
H  -2.905  4.732  -3.847  0.292
H  -4.549  3.855  -2.422  0.367
H  -4.321  4.359  -0.737  0.368
H  -3.986  2.701  -1.194  0.269
H  0.460  4.669  0.932  0.346
H  1.712  4.975  -0.296  0.468
H  1.247  3.336  0.097  0.012
H  1.141  5.214  -2.568  0.429
C  5.493  1.182  -1.865  -0.860
O  4.396  0.529  -1.223  -0.259
C  3.160  0.938  -1.499  0.153
S  2.799  2.181  -2.527  -0.221
S  1.993  -0.042  -0.709  -0.367
H  6.387  0.761  -1.412  0.232
H  5.450  2.257  -1.701  0.357
H  5.480  0.989  -2.937  0.359
N  -2.002  0.798  -2.007  -0.639
N  -0.630  1.185  -1.965  0.314
H  -2.497  1.358  -2.688  0.337
H  -2.397  0.972  -1.091  0.057
H  -0.481  2.136  -2.307  -0.062
H  -0.103  0.552  -2.553  0.412

=====

3.
The following is a quantum chemistry calculation of 9 unconnected molecules or ions with the total composition C30H42Br2Cl4F18O12 at a distorted geometry, from the OMol25 dataset.

As for the SMILES: CCOC(=O)C(F)(F)F.CCOC(=O)C(F)(F)F.CCOC(=O)C(F)(F)F.CCOC(=O)C(F)(F)F.CCOC(=O)C(F)(F)F.CCOC(=O)C(F)(F)F.BrCCBr.ClCCCl.ClCCCl.

Last column: Mulliken charge in e.
Geometry (Å):
C  6.860  0.498  3.608  -1.426
C  5.412  0.695  3.542  -0.012
O  5.085  2.013  2.906  -0.132
C  4.837  3.041  3.663  0.319
O  4.944  3.265  4.837  -0.556
C  4.209  4.143  2.780  0.821
F  3.024  3.768  2.344  -0.123
F  4.158  5.305  3.426  -0.265
F  4.910  4.386  1.693  -0.288
H  7.421  1.357  4.076  0.319
H  7.378  0.369  2.712  0.372
H  7.015  -0.404  4.168  0.403
H  4.966  0.662  4.534  0.358
H  4.955  -0.023  2.890  0.234
C  0.319  2.482  4.217  -0.855
C  1.166  1.337  4.825  0.149
O  0.272  0.252  4.855  -0.176
C  0.732  -0.977  5.091  0.331
O  1.855  -1.294  5.313  -0.494
C  -0.308  -2.116  5.354  0.853
F  0.205  -3.256  5.005  -0.226
F  -0.618  -2.027  6.670  -0.255
F  -1.463  -2.013  4.625  -0.255
H  -0.437  2.858  4.894  0.528
H  -0.137  2.109  3.283  -0.062
H  0.974  3.363  3.988  0.261
H  1.626  1.662  5.767  0.342
H  2.032  1.163  4.179  -0.185
C  -0.729  5.342  1.303  -0.433
C  -0.922  5.553  -0.205  -0.370
O  -2.126  5.036  -0.827  -0.342
C  -2.010  3.824  -1.309  0.128
O  -1.076  3.095  -1.248  -0.366
C  -3.306  3.495  -2.132  0.959
F  -3.439  2.157  -2.310  -0.196
F  -4.374  3.950  -1.489  -0.272
F  -3.257  4.128  -3.295  -0.272
H  -0.688  4.284  1.429  -0.153
H  -1.665  5.640  1.873  0.299
H  0.188  5.925  1.510  0.353
H  -0.039  5.134  -0.754  0.288
H  -1.018  6.625  -0.397  0.335
C  2.645  0.895  0.853  -0.773
C  1.510  1.011  -0.157  -0.025
O  0.256  0.790  0.608  0.353
C  -0.759  0.220  0.043  -0.016
O  -0.813  -0.143  -1.124  -0.328
C  -2.064  0.209  0.886  0.321
F  -1.748  -0.102  2.172  -0.132
F  -2.706  1.360  0.898  -0.190
F  -2.870  -0.750  0.410  -0.195
H  2.492  1.576  1.737  -0.374
H  3.551  1.240  0.434  0.600
H  2.807  -0.098  1.276  0.419
H  1.676  0.305  -0.950  0.069
H  1.391  2.033  -0.523  0.272
C  3.975  -1.950  -6.077  -1.290
C  3.818  -0.946  -4.956  0.429
O  4.689  -1.318  -3.856  -0.319
C  4.393  -0.893  -2.621  0.345
O  3.358  -0.260  -2.292  -0.487
C  5.401  -1.293  -1.517  0.882
F  5.900  -0.327  -0.821  -0.245
F  4.718  -2.141  -0.728  -0.254
F  6.434  -1.993  -1.964  -0.275
H  3.388  -1.690  -6.972  0.345
H  3.698  -2.936  -5.774  0.342
H  4.999  -2.161  -6.405  0.380
H  2.815  -0.861  -4.563  -0.185
H  4.064  0.055  -5.253  0.252
C  -4.963  -5.031  0.097  -1.203
C  -4.587  -5.579  1.444  -0.114
O  -4.829  -4.568  2.456  -0.258
C  -4.524  -4.991  3.748  0.214
O  -4.111  -6.083  3.993  -0.524
C  -4.733  -3.727  4.597  1.076
F  -4.187  -2.675  3.965  -0.212
F  -6.065  -3.606  4.783  -0.257
F  -4.177  -3.836  5.796  -0.254
H  -4.306  -4.234  -0.179  0.228
H  -5.973  -4.688  -0.039  0.347
H  -4.716  -5.791  -0.599  0.416
H  -3.520  -5.829  1.436  0.273
H  -5.173  -6.489  1.683  0.301
Br  0.082  -4.410  -3.680  -0.168
C  0.572  -4.032  -1.823  -0.362
C  -0.593  -3.663  -0.935  -0.245
Br  0.060  -3.050  0.801  -0.140
H  1.168  -3.193  -1.930  0.025
H  1.212  -4.844  -1.479  0.436
H  -1.164  -4.556  -0.721  0.387
H  -1.080  -2.786  -1.379  0.109
Cl  0.813  1.252  -3.608  -0.108
C  -0.718  0.573  -4.096  0.018
C  -0.757  -0.917  -4.415  -0.074
Cl  0.361  -1.477  -5.753  -0.186
H  -1.009  1.036  -5.072  0.432
H  -1.458  0.965  -3.449  -0.195
H  -1.722  -1.188  -4.858  0.455
H  -0.429  -1.458  -3.546  -0.287
Cl  -5.641  -0.327  -5.502  -0.205
C  -5.932  1.394  -5.748  -0.155
C  -7.398  1.723  -6.096  -0.411
Cl  -7.868  3.399  -5.882  -0.189
H  -5.297  1.690  -6.575  0.304
H  -5.554  1.830  -4.887  0.075
H  -8.113  1.056  -5.554  0.299
H  -7.617  1.471  -7.154  0.289

=====

Going through the records in order, we get E_tot values of -101332.697; -227349.814; -295451.555 eV.